{"formula": "C5H7N3", "method": "ωB97M-V with the def2-TZVPD basis set", "species": ["C", "C", "C", "C", "C", "H", "H", "H", "H", "H", "H", "H", "N", "N", "N"], "xyz": [[1.53779, -0.54431, 0.05096], [2.17467, 0.73915, 0.04279], [-1.07589, -1.05023, -0.15245], [-1.86051, 0.54244, 0.13355], [-0.41842, 1.20220, 0.00598], [2.07867, -2.66398, -0.21675], [-1.03211, -1.74562, 0.61711], [-1.45988, -1.68412, -0.97565], [-2.21090, 0.64492, 1.23864], [-2.53732, 0.86497, -0.68715], [0.01006, 2.07570, -0.82735], [0.26146, 1.30608, 1.02150], [2.33818, -1.55508, 0.08927], [2.04284, 2.17819, -0.13286], [0.15136, -0.31031, -0.20760]], "smiles": "[H]/N=C(/C#N)N1CCC1", "total_charge": 0, "mol_weight_g_mol": 109.1, "fmax_ha_per_bohr": 0.30392, "e_lumo_ev": -0.41, "gap_ev": 8.490, "spin_multiplicity": 1, "relative_energy_ev": 9.433}



{"formula": "C24H17BrCoN5O4S3", "method": "ωB97M-V with the def2-TZVPD basis set", "species": ["Co", "Br", "C", "C", "C", "C", "C", "N", "C", "O", "O", "H", "H", "H", "S", "C", "C", "C", "C", "C", "C", "C", "C", "C", "N", "H", "H", "H", "H", "H", "H", "N", "C", "C", "C", "C", "C", "C", "S", "O", "O", "N", "C", "S", "C", "C", "N", "H", "H", "H", "H", "H", "H", "H", "H"], "xyz": [[-0.16853, -0.83110, -0.48940], [-2.06271, -3.58773, 1.21567], [-2.81639, -1.92046, 0.76341], [-4.14932, -1.75485, 1.11528], [-4.80083, -0.59447, 0.74899], [-4.10897, 0.34172, 0.00213], [-2.78482, 0.10443, -0.29544], [-2.11265, -0.99424, 0.11637], [-2.03386, 1.07981, -1.19112], [-2.65251, 2.00010, -1.69700], [-0.79621, 0.79431, -1.33807], [-4.64738, -2.54112, 1.66120], [-5.83701, -0.44171, 1.02001], [-4.54793, 1.25230, -0.37803], [1.45497, -4.80817, 0.13346], [1.61506, -3.98448, 1.62785], [1.14300, -2.70527, 1.58423], [0.64309, -2.36110, 0.29904], [0.78021, -3.39874, -0.58386], [0.16466, -3.23862, -1.87660], [0.16731, -4.13163, -2.94557], [-0.46326, -3.77316, -4.12031], [-1.07691, -2.52972, -4.22569], [-1.04403, -1.68741, -3.13245], [-0.45838, -2.04358, -1.98820], [2.06110, -4.49383, 2.46791], [1.15681, -2.04584, 2.44008], [0.66914, -5.08394, -2.84246], [-0.46928, -4.45547, -4.96044], [-1.56736, -2.21431, -5.13459], [-1.48172, -0.69796, -3.15110], [1.25685, 6.72858, 1.81480], [1.21168, 5.34634, 1.91053], [0.24146, 4.62210, 1.20759], [0.16482, 3.25226, 1.33416], [1.05556, 2.58264, 2.16797], [2.02633, 3.28550, 2.86378], [2.10237, 4.66130, 2.73871], [0.93659, 0.83520, 2.33178], [-0.32183, 0.48111, 2.92430], [2.16043, 0.38184, 2.94511], [0.85202, 0.32962, 0.80146], [1.91690, 0.22729, -0.01478], [3.60584, 0.47900, 0.18626], [3.84544, -0.21668, -1.39316], [2.67881, -0.62948, -1.93136], [1.58676, -0.34448, -1.15404], [0.83252, 7.12784, 0.99434], [2.13210, 7.16111, 2.05823], [-0.44789, 5.14229, 0.55354], [-0.56791, 2.69545, 0.76385], [2.72039, 2.74837, 3.49609], [2.85815, 5.21324, 3.28461], [4.82622, -0.26698, -1.83350], [2.55111, -1.09723, -2.89561]], "total_charge": 0, "mol_weight_g_mol": 674.5, "fmax_ha_per_bohr": 0.00994, "e_lumo_ev": -0.06, "gap_ev": 7.987, "spin_multiplicity": 1, "relative_energy_ev": 0.077}



{"formula": "FH2N2O", "method": "ωB97M-V with the def2-TZVPD basis set", "species": ["N", "N", "O", "F", "H", "H"], "xyz": [[-1.37776, 0.37982, -0.20271], [1.17860, 0.16034, 0.30978], [1.90781, 0.88362, -0.36013], [1.15468, -1.46420, -0.27432], [-1.71957, -0.51966, -0.23407], [-1.14375, 0.56008, 0.76144]], "total_charge": -1, "mol_weight_g_mol": 65.0, "fmax_ha_per_bohr": 0.07586, "e_lumo_ev": [4.23, 5.38], "gap_ev": [6.444, 10.140], "spin_multiplicity": 1, "relative_energy_ev": 1.522}



{"formula": "C11H26Cl2NOP2Ru", "method": "ωB97M-V with the def2-TZVPD basis set", "species": ["C", "C", "H", "H", "H", "O", "Cl", "Ru", "P", "C", "C", "H", "H", "H", "H", "H", "H", "C", "H", "H", "H", "P", "C", "C", "H", "H", "H", "C", "H", "H", "H", "H", "H", "H", "Cl", "C", "C", "C", "N", "H", "H", "H", "H", "H"], "xyz": [[0.80715, -0.10348, -3.87304], [1.00548, -0.04838, -2.38807], [1.80887, -0.06447, -4.34567], [0.20523, 0.73234, -4.26419], [0.32194, -1.04074, -4.17628], [2.11650, 0.02941, -1.85836], [-2.30729, -0.22901, -2.62363], [-0.56763, -0.06470, -1.13828], [-0.21110, 2.14434, -0.54376], [1.43669, 2.49824, 0.16516], [-0.10978, 3.00637, -2.16776], [0.05145, 4.08458, -2.02202], [-1.65908, 4.07540, -0.18652], [-1.05425, 2.82622, -2.69884], [-2.24124, 2.63421, 0.68269], [2.16624, 1.87312, -0.36214], [0.71458, 2.57530, -2.75093], [-1.35092, 3.21179, 0.41192], [1.68021, 3.56242, 0.02966], [-0.86800, 3.57614, 1.32788], [1.43577, 2.24524, 1.23228], [0.13045, -2.11599, -0.48803], [1.77000, -2.30730, 0.30332], [-1.01956, -3.13259, 0.52298], [-0.48333, -3.00056, -2.65719], [0.45661, -4.21930, -1.72536], [1.28679, -2.84203, -2.50932], [0.37846, -3.15535, -1.98762], [-1.98731, -2.61108, 0.54527], [-1.14722, -4.12907, 0.07835], [2.06529, -3.36862, 0.34165], [1.73631, -1.89510, 1.32059], [-0.63537, -3.23172, 1.54766], [2.49927, -1.73924, -0.29223], [-2.31850, -0.05141, 0.47197], [-1.36113, -0.41264, 4.67078], [-0.28952, 0.46626, 4.02644], [0.01701, 0.19905, 2.62898], [0.35955, 0.01777, 1.53232], [-2.34756, -0.05270, 4.35141], [-1.29592, -0.36022, 5.76360], [-1.20200, -1.44558, 4.35056], [-0.61029, 1.51549, 4.12914], [0.61720, 0.34759, 4.62466]], "total_charge": 2, "mol_weight_g_mol": 422.3, "fmax_ha_per_bohr": 0.10688, "e_lumo_ev": [-7.35, -10.90], "gap_ev": [8.381, 5.908], "spin_multiplicity": 6}



{"formula": "C6H10CsO6", "method": "ωB97M-V with the def2-TZVPD basis set", "species": ["O", "C", "O", "C", "C", "C", "C", "O", "C", "O", "O", "H", "H", "H", "H", "H", "H", "H", "H", "H", "Cs", "O", "H"], "xyz": [[1.08077, 2.11778, -0.87683], [0.35995, 1.25545, -0.46969], [0.40682, -0.05148, -0.72230], [1.48184, -0.59552, -1.53182], [2.14559, -1.75930, -0.82695], [2.72515, -1.46242, 0.55733], [3.56258, -0.20585, 0.66995], [4.64025, -0.26456, -0.27321], [5.41442, 0.80162, -0.35176], [5.29445, 1.81456, 0.29581], [6.35796, 0.58151, -1.25808], [2.18101, 0.21994, -1.74357], [1.02051, -0.91738, -2.47222], [2.93918, -2.10180, -1.50649], [1.43406, -2.59317, -0.74306], [3.31551, -2.33102, 0.88223], [1.91196, -1.35509, 1.29037], [3.98030, -0.11444, 1.68092], [2.97758, 0.70082, 0.46646], [6.94423, 1.34812, -1.30011], [-3.90711, -0.87337, 0.61116], [-0.81246, 1.46110, 0.13858], [-0.99953, 2.42282, 0.18191]], "total_charge": 1, "mol_weight_g_mol": 311.0, "fmax_ha_per_bohr": 0.03670, "e_lumo_ev": -3.99, "gap_ev": 8.595, "spin_multiplicity": 1, "relative_energy_ev": 0.000}



{"formula": "C36H34HfN6O5S3", "method": "ωB97M-V with the def2-TZVPD basis set", "species": ["Hf", "C", "C", "C", "C", "C", "C", "C", "C", "N", "C", "O", "C", "C", "C", "C", "C", "N", "C", "O", "N", "C", "C", "C", "C", "C", "C", "C", "C", "H", "H", "H", "H", "H", "H", "H", "H", "H", "H", "H", "H", "H", "H", "H", "H", "H", "H", "H", "H", "H", "S", "C", "C", "C", "C", "C", "N", "H", "H", "H", "H", "N", "C", "N", "C", "C", "C", "C", "C", "C", "S", "H", "H", "H", "H", "H", "H", "C", "S", "O", "O", "O", "H", "H", "H"], "xyz": [[-0.10527, 0.54226, 0.26738], [-4.57052, 1.97592, 0.79609], [-4.08058, 2.30332, -0.58900], [-5.04455, 2.54405, -1.56030], [-4.70652, 2.72047, -2.88799], [-3.38336, 2.57091, -3.25674], [-2.38896, 2.33191, -2.31430], [-1.01291, 2.02102, -2.82804], [-2.71645, 2.29824, -0.95277], [-1.72707, 2.08818, 0.07077], [-1.90706, 2.86163, 1.17470], [-2.47681, 3.93189, 1.28459], [-1.39788, 2.19887, 2.43229], [-1.46175, 2.82138, 3.66436], [-0.99899, 2.13361, 4.77532], [-0.47562, 0.85679, 4.62380], [-0.42744, 0.31407, 3.35410], [-0.91072, 0.96454, 2.29634], [0.13494, -1.05057, 3.06038], [0.34435, -1.81737, 3.98960], [0.32127, -1.26764, 1.73471], [0.23701, -2.68153, 1.42680], [-1.01821, -3.30696, 1.59243], [-2.20021, -2.67284, 2.28030], [-1.17971, -4.62846, 1.19121], [-0.12465, -5.36427, 0.68525], [1.12350, -4.77739, 0.62990], [1.32727, -3.45331, 1.00976], [2.74886, -2.95816, 1.00618], [-5.54177, 1.48548, 0.72990], [-4.67089, 2.87024, 1.41157], [-3.89149, 1.29302, 1.31251], [-6.08638, 2.56542, -1.25940], [-5.46987, 2.90974, -3.63254], [-3.10478, 2.61204, -4.30371], [-1.05574, 1.84318, -3.90304], [-0.62779, 1.09067, -2.38827], [-0.28847, 2.80462, -2.62658], [-1.86927, 3.82110, 3.71069], [-1.03773, 2.59159, 5.75542], [-0.10540, 0.26909, 5.45194], [-2.25255, -3.04887, 3.30564], [-3.12452, -2.93697, 1.76735], [-2.15864, -1.59102, 2.31787], [-2.15668, -5.08595, 1.30470], [-0.26447, -6.39435, 0.38153], [1.97990, -5.35614, 0.30129], [3.42776, -3.80660, 1.09042], [2.93590, -2.30035, 1.84962], [3.00862, -2.42582, 0.08799], [-2.45624, -0.67516, -0.32834], [-1.41994, -1.63492, -1.28961], [-1.81286, -2.71185, -2.09914], [-0.84881, -3.46522, -2.71788], [0.50326, -3.15085, -2.53933], [0.81842, -2.06199, -1.76965], [-0.11670, -1.28790, -1.18752], [-2.86617, -2.93725, -2.18661], [-1.13260, -4.31116, -3.33184], [1.28868, -3.74943, -2.97711], [1.84484, -1.77927, -1.59749], [3.18284, 0.03937, 2.13226], [3.40633, 0.14278, 0.81987], [2.49284, 0.12490, -0.12701], [3.10557, 0.28377, -1.37921], [2.45345, 0.39569, -2.60567], [3.20002, 0.56069, -3.75749], [4.59285, 0.61925, -3.71659], [5.25841, 0.51987, -2.50832], [4.50149, 0.35652, -1.35691], [5.06888, 0.26303, 0.28675], [2.25755, -0.17079, 2.44790], [3.94203, 0.01868, 2.78602], [1.37356, 0.36629, -2.66260], [2.68789, 0.65442, -4.70625], [5.15604, 0.74944, -4.63106], [6.33853, 0.57249, -2.45891], [3.09700, 3.42316, 0.13484], [1.37251, 3.04919, 0.31817], [0.66838, 4.27983, 0.45794], [1.21896, 2.10459, 1.46129], [0.97134, 2.20314, -0.84465], [3.17467, 4.46204, -0.17379], [3.53040, 2.76124, -0.61317], [3.57886, 3.27473, 1.09908]], "total_charge": 0, "mol_weight_g_mol": 905.4, "fmax_ha_per_bohr": 0.02432, "e_lumo_ev": -0.46, "gap_ev": 7.126, "spin_multiplicity": 1}



Number 1: E -9759.95493 eV. Number 2: E -180980.76512 eV. Number 3: E -7773.88622 eV. Number 4: E -61552.73323 eV. Number 5: E -19212.83761 eV. Number 6: E -90882.03915 eV.